Entry 1:
{
  "formula": "C15H12N3O8RuS8Sb",
  "method": "the ωB97M-V functional and the def2-TZVPD basis",
  "symbols": ["Ru", "O", "S", "O", "O", "C", "C", "C", "C", "C", "C", "S", "O", "O", "O", "H", "H", "H", "H", "S", "Sb", "S", "S", "S", "N", "C", "C", "C", "C", "C", "C", "S", "O", "O", "N", "C", "S", "C", "C", "N", "H", "H", "H", "H", "H", "H", "H", "H"],
  "coordinates": [[-1.918, -0.223, 0.058], [2.066, 0.174, 1.534], [0.800, -0.445, 1.221], [-0.297, -0.117, 2.120], [0.344, -0.248, -0.170], [1.092, -2.223, 1.357], [2.391, -2.577, 1.699], [2.772, -3.905, 1.834], [1.839, -4.902, 1.624], [0.539, -4.560, 1.280], [0.147, -3.235, 1.141], [-1.596, -3.017, 0.702], [-2.188, -2.190, 1.738], [-2.108, -4.346, 0.538], [-1.598, -2.230, -0.568], [3.102, -1.780, 1.864], [3.793, -4.147, 2.102], [2.110, -5.946, 1.724], [-0.203, -5.326, 1.108], [-7.939, -1.433, -2.461], [-7.313, -1.291, -0.287], [-4.088, -0.156, -0.299], [-4.897, -2.019, -0.177], [-8.322, -2.592, 1.268], [4.771, 1.633, -0.444], [3.565, 1.929, -1.103], [3.055, 3.224, -1.109], [1.832, 3.490, -1.707], [1.122, 2.468, -2.312], [1.654, 1.186, -2.362], [2.872, 0.921, -1.773], [-0.544, 2.719, -2.859], [-0.720, 2.017, -4.099], [-0.782, 4.151, -2.840], [-1.389, 1.968, -1.719], [-1.580, 2.551, -0.547], [-1.305, 4.201, -0.038], [-1.780, 3.780, 1.580], [-2.119, 2.479, 1.652], [-2.021, 1.803, 0.464], [4.954, 2.278, 0.311], [4.766, 0.691, -0.077], [3.596, 4.016, -0.604], [1.408, 4.485, -1.679], [1.084, 0.390, -2.820], [3.259, -0.091, -1.765], [-1.789, 4.505, 2.375], [-2.441, 1.941, 2.529]],
  "forces_ev_per_angstrom": [[0.308, -0.318, -0.594], [0.076, -0.033, -0.189], [-0.253, 0.006, 0.309], [0.135, -0.023, 0.259], [-0.158, 0.118, 0.036], [0.075, 0.138, 0.025], [0.074, -0.014, 0.038], [-0.036, 0.025, -0.011], [-0.025, 0.041, -0.005], [0.028, -0.078, -0.001], [-0.086, -0.104, -0.055], [0.063, 0.041, 0.109], [0.011, -0.061, 0.127], [0.024, -0.020, -0.033], [-0.010, 0.024, -0.110], [-0.009, 0.002, -0.003], [0.000, 0.000, 0.003], [0.003, -0.001, -0.001], [-0.011, 0.011, -0.003], [-0.068, -0.009, -0.118], [0.101, 0.126, -0.024], [-0.257, 0.046, 0.179], [0.009, 0.103, 0.031], [-0.088, -0.115, 0.102], [0.032, -0.003, -0.011], [-0.025, -0.002, -0.007], [0.009, -0.022, 0.002], [-0.023, 0.058, 0.057], [-0.058, 0.024, -0.140], [0.011, -0.043, -0.009], [0.013, 0.023, 0.007], [0.106, 0.047, 0.160], [-0.020, -0.058, 0.045], [0.032, -0.013, 0.026], [-0.045, 0.040, -0.365], [0.010, -0.071, 0.091], [-0.070, 0.060, 0.040], [-0.038, -0.069, 0.019], [-0.033, 0.125, -0.023], [0.189, -0.002, 0.021], [-0.008, -0.009, 0.005], [-0.017, 0.009, 0.012], [0.003, 0.000, 0.004], [0.001, -0.001, -0.013], [-0.005, -0.002, 0.001], [0.004, -0.004, 0.004], [0.009, 0.009, -0.008], [0.015, 0.001, 0.009]],
  "mulliken_charge": [0.627, -0.729, 1.646, -0.611, -0.243, -0.208, -0.629, -0.585, -0.544, -0.497, -0.297, 1.501, -0.529, -0.691, -0.648, 0.502, 0.378, 0.368, 0.559, -0.637, 0.583, -0.155, 0.002, -0.654, -0.699, 0.863, -0.604, -0.486, -0.140, -0.497, -0.447, 1.092, -0.749, -0.692, -0.339, 0.593, -0.123, -0.262, -0.920, 0.108, 0.253, 0.278, 0.295, 0.448, 0.383, 0.313, 0.403, 0.420],
  "total_energy_ev": -132405.1660,
  "spin_multiplicity": 5,
  "homo_ev": [-2.532, -2.941],
  "orbital_gap_ha": [0.238, 0.223],
  "total_charge": -2,
  "lumo_energy_ev": [4.0, 3.1],
  "mol_weight_da": 841.64
}

Entry 2:
{
  "formula": "C15H12N4O2S",
  "method": "the ωB97M-V functional and the def2-TZVPD basis",
  "symbols": ["O", "N", "O", "C", "C", "C", "C", "C", "C", "N", "N", "C", "S", "N", "C", "C", "C", "C", "C", "C", "C", "C", "H", "H", "H", "H", "H", "H", "H", "H", "H", "H", "H", "H"],
  "coordinates": [[6.025, 0.305, 0.050], [5.170, -0.552, 0.026], [5.381, -1.744, 0.026], [3.790, -0.116, -0.002], [3.506, 1.244, 0.059], [2.186, 1.651, 0.021], [1.165, 0.718, -0.063], [1.454, -0.646, -0.104], [0.422, -1.667, -0.203], [0.610, -2.783, -0.844], [-0.531, -3.482, -0.716], [-1.454, -2.818, 0.028], [-2.954, -3.314, 0.459], [-0.834, -1.630, 0.357], [-1.435, -0.658, 1.232], [-2.101, 0.485, 0.503], [-2.062, 1.765, 1.042], [-2.689, 2.816, 0.396], [-3.358, 2.597, -0.797], [-3.404, 1.323, -1.335], [-2.782, 0.270, -0.688], [2.784, -1.063, -0.085], [4.318, 1.952, 0.127], [1.945, 2.702, 0.052], [0.143, 1.057, -0.124], [-0.638, -4.393, -1.131], [-2.199, -1.204, 1.802], [-0.675, -0.281, 1.923], [-1.539, 1.938, 1.972], [-2.655, 3.806, 0.825], [-3.846, 3.417, -1.301], [-3.931, 1.144, -2.261], [-2.838, -0.724, -1.106], [3.028, -2.112, -0.138]],
  "forces_ev_per_angstrom": [[0.277, 0.198, 0.008], [0.387, -0.129, 0.023], [0.109, -0.324, -0.010], [-1.180, 0.393, -0.050], [0.205, -0.163, -0.014], [0.023, -0.068, 0.015], [0.014, -0.184, -0.028], [0.438, 0.444, 0.066], [-0.024, -0.658, -0.336], [0.793, 0.399, -0.225], [-0.437, 0.741, 0.606], [0.186, -0.240, -0.172], [-0.750, -0.287, 0.163], [0.066, -0.767, -0.431], [-0.270, 0.330, 0.349], [-0.025, 0.018, 0.034], [-0.043, -0.154, 0.008], [-0.017, 0.092, 0.029], [-0.041, 0.073, -0.024], [-0.016, 0.014, -0.036], [0.067, -0.039, 0.026], [0.153, 0.044, 0.043], [0.014, 0.016, 0.000], [-0.005, 0.093, -0.004], [-0.049, 0.032, -0.002], [-0.063, 0.105, 0.086], [0.235, 0.048, -0.045], [-0.069, -0.060, -0.074], [0.082, 0.026, 0.096], [0.006, 0.091, 0.027], [-0.037, 0.075, -0.046], [-0.048, -0.013, -0.083], [-0.002, -0.120, -0.030], [0.020, -0.030, 0.030]],
  "mulliken_charge": [-0.624, 1.023, -0.601, -0.178, -0.434, -0.770, -0.337, 0.482, 0.189, -0.696, 0.063, 0.162, -0.381, 0.245, -1.500, 0.583, -0.133, -0.630, -0.415, -0.785, -0.062, -0.339, 0.492, 0.445, 0.653, 0.197, 0.496, 0.420, 0.384, 0.394, 0.391, 0.391, 0.312, 0.561],
  "total_energy_ev": -36638.1413,
  "homo_ev": -8.223,
  "orbital_gap_ha": 0.274,
  "total_charge": 0,
  "lumo_energy_ev": -0.8,
  "mol_weight_da": 312.35
}

Energy relative to the best compared isomer or geometry (same formula, charge and spin) across the listed records, respectively: 19.6 0.0 kcal per mole.